(1)
{
  "formula": "C6H10ClN2S",
  "method": "wB97M-V/def2-TZVPD",
  "relative_energy_ev": 1.627,
  "charge": 1,
  "lumo_ev": -4.35,
  "elements": ["C", "H", "H", "Cl", "C", "C", "H", "C", "S", "C", "N", "H", "C", "N", "H", "H", "H", "H", "H", "H"],
  "coordinates": [[-0.376, 0.021, -2.100], [0.324, 0.230, -2.941], [-1.595, -1.423, -3.052], [-2.102, 1.514, 1.149], [-1.550, -0.653, -2.273], [1.495, 0.207, 1.224], [2.181, 2.026, 1.473], [-1.725, 0.724, -0.316], [-2.749, -0.429, -1.164], [0.210, -0.586, 0.968], [0.279, -1.878, 0.545], [1.762, -0.387, 2.169], [-0.531, 0.824, -0.941], [1.308, 1.617, 1.320], [2.310, -0.192, 0.644], [-0.430, -2.607, 0.360], [0.173, 1.532, -0.517], [-0.751, -0.294, 1.393], [1.026, -2.112, -0.081], [0.742, 1.867, 2.137]],
  "lowdin_charge": [-0.15, 0.14, 0.09, 0.75, -0.47, -0.23, 0.08, -0.99, 1.07, -0.07, 0.18, 0.17, -0.27, 0.03, 0.13, 0.15, 0.10, 0.06, 0.12, 0.10]
}

---

(2)
{
  "formula": "C5H27B4HfO5S",
  "method": "wB97M-V/def2-TZVPD",
  "relative_energy_ev": 0.000,
  "charge": -1,
  "lumo_ev": 2.27,
  "elements": ["H", "H", "H", "H", "H", "H", "C", "O", "H", "O", "H", "H", "O", "O", "Hf", "H", "C", "H", "H", "H", "H", "S", "C", "O", "H", "H", "H", "H", "B", "B", "H", "H", "B", "C", "H", "B", "H", "H", "H", "H", "H", "H", "C"],
  "coordinates": [[2.921, 3.058, 0.968], [-0.833, -1.936, -2.022], [-2.241, 2.398, -3.350], [-0.560, -3.687, -1.662], [0.983, 0.569, 2.176], [-4.214, -3.105, 0.720], [-1.229, 1.824, -1.552], [0.127, -0.995, 0.395], [-0.458, 1.695, 1.510], [-1.782, -2.488, 0.460], [0.845, -2.578, -1.851], [2.560, -0.250, 2.990], [-1.270, 1.019, -0.590], [-0.120, 2.353, -1.822], [1.081, 1.360, 0.059], [-3.457, -4.684, 0.463], [-2.462, 2.197, -2.302], [-2.916, 3.095, -1.885], [-1.142, 3.453, 1.896], [-4.077, -4.292, 2.047], [2.604, -0.362, -0.927], [-0.209, -2.349, 0.192], [-2.227, -3.304, 1.545], [0.460, -3.399, 0.883], [0.866, 0.013, -1.608], [2.535, 1.584, 2.182], [2.213, 2.947, -0.827], [2.294, 1.184, -2.032], [2.149, 0.480, 2.134], [-0.149, 2.824, 1.656], [-3.185, 1.383, -2.275], [2.457, 0.043, 1.087], [3.150, 2.759, -0.140], [-0.194, -2.670, -1.540], [3.373, 1.611, -0.241], [2.012, 0.056, -1.862], [4.133, 3.231, -0.639], [0.359, 3.213, 0.658], [0.741, 2.969, 2.444], [-1.517, -4.062, 1.869], [2.295, -0.610, -2.820], [-2.333, -2.681, 2.440], [-3.582, -3.864, 1.176]],
  "lowdin_charge": [-0.02, 0.08, 0.08, 0.07, -0.05, 0.08, -0.71, -0.35, -0.04, -0.23, 0.07, 0.01, -0.10, -0.09, 1.62, 0.08, 0.01, 0.09, 0.01, 0.08, -0.01, 0.60, -0.28, -0.25, -0.06, -0.03, -0.04, -0.02, -0.42, -0.39, 0.08, -0.05, -0.42, -0.10, -0.04, -0.42, 0.01, -0.04, 0.01, 0.11, 0.01, 0.13, -0.07]
}

---

(3)
{
  "formula": "C21H20AsCl3IN2O6Ti",
  "method": "wB97M-V/def2-TZVPD",
  "relative_energy_ev": 2.873,
  "s_squared": 2.046,
  "charge": -1,
  "lumo_ev": [1.76, 1.75],
  "spin_multiplicity": 3,
  "elements": ["H", "O", "H", "C", "N", "C", "C", "H", "C", "H", "H", "C", "O", "C", "H", "H", "O", "H", "H", "H", "C", "C", "C", "C", "Cl", "O", "C", "As", "H", "C", "C", "C", "O", "Cl", "H", "H", "C", "O", "Cl", "H", "H", "I", "C", "H", "H", "C", "N", "H", "H", "C", "H", "Ti", "C", "C", "C"],
  "coordinates": [[5.931, 1.327, 1.099], [-1.343, -0.812, -0.752], [-2.052, -3.301, 3.467], [-1.962, 2.817, -4.426], [1.557, -0.499, -1.040], [-2.335, -0.304, -1.394], [5.018, 0.947, 0.702], [-0.163, -4.661, 2.142], [3.875, -0.802, -0.539], [-1.603, -2.020, 4.660], [-2.426, 3.845, 0.158], [-3.359, 1.290, -3.102], [0.148, -0.714, 1.582], [1.500, -2.430, 3.817], [4.756, -2.501, -1.573], [-1.780, 3.616, -5.143], [1.411, 1.795, 0.447], [2.445, -2.316, 3.236], [1.506, -3.515, 4.161], [0.625, -3.699, 0.838], [-1.704, -2.269, 3.582], [5.062, -0.241, -0.026], [-2.243, 0.634, -2.510], [3.821, 1.736, 0.724], [6.504, -1.112, -0.016], [-0.063, 1.243, -1.833], [-0.220, -3.732, 1.473], [-0.053, -2.170, 2.578], [-2.454, -1.610, 3.146], [3.799, -1.983, -1.286], [-3.315, 2.664, 1.569], [2.605, -2.485, -1.803], [-2.223, 0.705, 2.335], [-4.636, 3.063, -4.707], [-4.270, 2.258, 1.894], [1.442, -1.677, 4.595], [-3.208, 2.356, -4.007], [-1.400, 1.727, 0.482], [0.654, 2.624, -4.441], [-4.330, 0.828, -3.033], [-3.065, 3.272, 2.424], [3.940, 3.646, 1.526], [-0.877, 2.268, -3.791], [-1.139, -3.754, 0.893], [0.497, -2.054, -2.010], [2.602, 1.206, 0.250], [-3.336, 3.412, 0.362], [-4.155, 3.946, 0.055], [-3.287, -0.739, -1.301], [2.677, 0.040, -0.503], [2.460, -3.483, -2.180], [-0.046, 0.402, 0.084], [1.466, -1.747, -1.673], [-2.244, 1.579, 1.468], [-1.011, 1.383, -2.659]],
  "mulliken_spin": [0.01, -0.01, 0.00, 0.08, 0.20, 0.33, 0.02, 0.00, -0.09, 0.00, 0.00, 0.09, 0.01, 0.00, 0.03, 0.01, 0.01, 0.00, 0.00, -0.01, 0.00, 0.01, -0.05, 0.02, 0.01, 0.03, 0.02, -0.01, 0.00, 0.44, 0.00, -0.10, 0.00, 0.00, 0.00, 0.00, -0.05, -0.01, 0.00, 0.00, 0.00, 0.00, -0.03, 0.00, 0.03, 0.11, 0.00, 0.00, 0.00, 0.06, 0.01, 0.51, 0.19, 0.01, 0.08]
}

---

(4)
{
  "formula": "C9H17BBr3NO6",
  "method": "wB97M-V/def2-TZVPD",
  "lumo_ev": -0.18,
  "elements": ["Br", "H", "C", "H", "C", "C", "H", "O", "N", "H", "H", "C", "H", "H", "H", "B", "H", "Br", "O", "O", "H", "H", "H", "C", "O", "H", "O", "O", "C", "C", "H", "C", "C", "H", "H", "Br", "H"],
  "coordinates": [[1.467, 0.460, -3.982], [-0.763, -2.833, -1.975], [0.768, 2.909, 2.118], [-2.754, -3.515, 0.421], [-3.190, -2.013, -1.028], [-0.885, -1.780, -1.716], [1.499, -0.765, -1.416], [-2.262, -1.398, -1.799], [2.097, 2.107, 4.624], [1.814, 0.442, 1.925], [-0.091, -2.417, 0.181], [-0.266, -1.477, -0.346], [-0.263, -0.013, 4.417], [0.203, 0.808, -6.078], [-2.206, -3.970, -1.208], [0.809, 1.613, 4.162], [-0.046, 1.028, 0.310], [-1.622, 0.966, -4.413], [1.881, 2.484, 1.490], [0.312, 3.992, 1.955], [-0.989, -0.908, 0.243], [2.984, 0.979, 0.727], [2.867, 1.655, 4.142], [0.138, 1.284, -5.110], [-4.169, -1.410, -0.708], [2.233, 3.104, 4.493], [0.082, 0.731, 4.917], [0.209, 1.992, 2.958], [1.066, -0.704, -0.414], [-2.982, -3.460, -0.644], [1.182, 1.416, -0.888], [1.960, 1.116, 1.075], [0.967, 0.786, -0.022], [-3.928, -3.969, -0.812], [1.783, -1.193, 0.252], [0.492, 3.154, -5.356], [-0.399, -1.201, -2.497]],
  "lowdin_charge": [0.62, 0.11, -0.57, 0.10, -0.54, -0.18, 0.06, -0.03, 0.19, 0.12, 0.11, -0.14, 0.11, -0.03, 0.07, -0.72, 0.12, 0.62, 0.04, 0.19, 0.12, 0.14, 0.08, -1.63, 0.12, 0.08, 0.19, 0.20, -0.19, 0.02, 0.11, -0.17, -0.15, 0.09, 0.11, 0.59, 0.05]
}

---

(5)
{
  "formula": "C80H81N6O2",
  "method": "wB97M-V/def2-TZVPD",
  "relative_energy_ev": 0.000,
  "charge": 1,
  "lumo_ev": -4.70,
  "elements": ["H", "C", "C", "C", "O", "C", "C", "C", "H", "H", "H", "C", "H", "H", "H", "C", "H", "H", "C", "C", "H", "N", "C", "C", "C", "H", "H", "H", "H", "C", "N", "C", "C", "H", "C", "H", "C", "H", "C", "H", "H", "H", "C", "C", "H", "C", "H", "H", "H", "H", "H", "C", "C", "C", "C", "C", "C", "C", "C", "C", "C", "H", "C", "C", "H", "C", "H", "C", "C", "C", "C", "C", "C", "H", "N", "H", "H", "C", "C", "C", "C", "H", "C", "H", "C", "N", "C", "C", "C", "C", "H", "C", "C", "H", "C", "C", "C", "H", "H", "C", "H", "H", "H", "C", "H", "H", "C", "H", "C", "C", "N", "H", "C", "H", "C", "C", "H", "H", "O", "H", "C", "H", "H", "H", "H", "H", "C", "C", "C", "H", "H", "H", "C", "H", "C", "C", "H", "C", "C", "H", "H", "C", "H", "H", "H", "N", "H", "C", "H", "H", "H", "H", "H", "H", "H", "C", "C", "C", "H", "C", "H", "H", "H", "H", "H", "H", "H", "C", "H"],
  "coordinates": [[-4.285, -1.144, -1.242], [4.267, 6.577, -5.659], [0.263, -5.662, 2.690], [1.594, -7.710, 2.661], [6.522, -0.125, 1.511], [3.991, 0.686, 1.354], [-0.824, -7.851, 2.856], [2.177, 5.316, -1.971], [-1.379, -1.736, -1.825], [2.887, 9.699, -5.613], [-4.674, 2.205, -2.518], [-2.647, -2.070, -0.082], [1.137, -2.040, -0.051], [-3.747, -3.228, 5.288], [4.970, -2.444, 0.429], [-8.342, 2.547, -4.474], [-2.318, -3.290, 6.348], [2.645, -1.521, -0.812], [1.886, 7.747, -0.289], [0.022, -4.217, 2.634], [-5.425, 3.953, -5.566], [-1.099, -2.373, 2.543], [3.774, 6.095, -4.442], [-5.619, 1.966, -4.765], [2.635, -3.924, 5.097], [-0.020, 0.807, -3.567], [1.475, 3.261, 0.673], [-3.871, -0.011, -10.134], [3.313, -4.305, -2.124], [-2.877, -1.061, 3.706], [2.703, 6.570, -2.276], [2.180, 4.788, -0.655], [3.728, -4.012, -1.151], [-4.348, -1.081, 6.145], [0.185, -2.013, 2.205], [-4.039, 0.209, 0.207], [3.276, -2.884, 6.035], [-0.245, -0.076, 1.430], [1.005, 3.340, -2.714], [-8.512, 0.551, -3.644], [-1.743, 0.801, -5.350], [6.272, -2.975, 2.475], [-2.149, -3.503, 0.066], [-1.998, 1.116, -4.338], [-3.224, -0.738, -5.925], [-4.221, 0.419, 2.328], [2.732, -6.087, 4.831], [-2.953, -1.185, 7.222], [3.024, -1.866, 5.711], [-3.095, -1.508, -8.288], [4.381, 8.261, -7.011], [-4.411, 1.597, -8.797], [-3.286, -0.829, 6.238], [1.582, -4.752, -0.232], [0.751, 2.923, -1.367], [2.863, 7.559, -1.275], [-0.901, -6.462, 2.798], [-2.321, -1.595, 2.504], [-2.679, 1.960, -1.758], [3.971, 7.876, -6.077], [-3.488, -0.515, -8.063], [4.653, 1.073, 0.586], [-3.941, -2.131, -0.911], [0.428, -8.476, 2.769], [3.295, 10.381, 1.352], [1.848, -0.173, 2.133], [2.906, -3.021, 7.060], [-2.903, -1.310, 1.251], [2.049, 8.758, 0.660], [1.494, 3.624, -0.356], [-7.842, 1.306, -4.060], [0.540, -0.721, 1.817], [-1.028, 1.160, -3.348], [-3.177, 0.261, 6.234], [5.889, -0.153, 2.593], [0.617, -4.734, 4.899], [-7.829, 4.504, -5.255], [5.189, -3.102, 2.455], [4.538, 0.296, 2.589], [1.144, -3.895, 5.364], [3.024, 6.943, -3.610], [4.281, -4.872, -0.753], [2.587, -3.605, -0.208], [1.008, 7.100, -0.266], [1.613, 4.542, -3.000], [-1.199, -3.734, 2.767], [1.925, -2.346, -0.744], [2.389, -0.301, 3.450], [3.174, 9.589, 0.612], [-0.260, 1.961, -1.070], [1.294, 8.881, 1.435], [-2.673, -3.005, 5.349], [-6.112, 3.222, -5.135], [4.755, 8.227, -2.093], [2.387, -3.361, 2.433], [-3.916, 0.324, -9.097], [4.461, -2.871, 1.296], [-0.372, -1.371, 4.542], [-1.870, -5.960, 2.821], [-1.603, -1.284, -0.849], [4.227, -5.394, 5.491], [2.043, -5.688, 0.101], [2.708, 5.326, 0.134], [-3.651, 1.904, -2.746], [0.725, -4.546, 0.409], [4.369, -2.968, 6.061], [3.727, -0.055, 3.688], [-1.736, -8.438, 2.972], [3.134, -5.322, 5.505], [-4.480, 2.030, -7.474], [-4.274, 1.596, -5.077], [-4.227, 0.437, 4.465], [4.145, 9.408, -0.383], [4.891, 5.927, -6.274], [-1.008, -1.087, 5.382], [1.521, -6.316, 2.611], [2.030, 8.862, -3.446], [-3.773, -2.736, -1.811], [6.364, -0.635, 3.648], [-0.670, -1.206, -0.276], [3.147, 8.691, -5.290], [2.797, -5.560, 6.524], [0.666, 2.740, -3.551], [-4.937, 1.238, 2.258], [2.431, -5.726, 2.492], [1.649, 4.906, -4.027], [4.517, -3.591, 3.563], [2.643, 0.473, 1.143], [-3.731, -0.182, 1.179], [-1.112, -3.526, 0.409], [1.465, -2.519, -1.726], [1.728, -0.610, 4.263], [-3.325, 1.499, -4.059], [-2.151, -3.993, -0.921], [3.125, -3.287, 1.219], [-7.465, 3.515, -4.973], [-6.071, 0.057, -3.868], [-6.482, 1.020, -4.189], [3.999, 8.389, -1.321], [-1.955, -0.265, -1.010], [0.693, -2.950, 5.045], [2.664, 8.224, -4.067], [1.202, -4.889, -1.254], [-0.452, 1.706, -0.027], [2.177, 0.736, 0.189], [0.947, -3.180, 2.409], [-0.618, -1.541, 6.302], [3.111, -3.614, 3.637], [-2.168, -3.626, 4.610], [-4.743, -2.607, -0.331], [-2.952, 2.280, -0.749], [-4.748, 2.263, -9.590], [4.195, -0.195, 4.659], [-0.934, 0.005, 5.476], [5.122, -3.884, 4.423], [-2.455, -1.504, 5.141], [-3.811, -0.038, 3.577], [-3.555, -0.083, -6.734], [3.986, 5.071, -4.127], [-4.045, 1.198, -6.428], [4.436, -3.198, -1.338], [0.496, -9.563, 2.783], [-9.410, 2.758, -4.414], [-2.768, -4.090, 0.754], [0.979, -3.983, 6.449], [-4.872, 3.018, -7.251], [5.022, 10.058, -0.435], [-1.305, 1.694, -2.053], [2.574, -8.194, 2.610]],
  "lowdin_charge": [0.06, -0.06, -0.15, -0.07, 0.04, 0.00, -0.07, -0.15, 0.11, 0.11, 0.12, -0.51, 0.04, 0.09, 0.12, -0.07, 0.09, 0.09, -0.03, -0.25, 0.12, 0.00, -0.02, -0.25, -0.51, 0.13, 0.13, 0.11, 0.09, -0.06, 0.05, 0.01, -0.06, 0.09, -0.20, 0.09, -0.04, 0.09, 0.03, 0.11, 0.11, 0.12, -0.04, 0.01, 0.12, -0.06, 0.07, 0.09, 0.07, 0.11, 0.11, -0.07, -0.08, -0.03, -0.19, -0.23, -0.02, -0.06, -0.02, -0.07, -0.07, 0.12, -0.05, -0.07, 0.11, -0.20, 0.09, -0.08, -0.06, 0.02, -0.07, -0.05, -0.04, 0.08, -0.33, 0.08, 0.11, -0.05, -0.18, -0.05, -0.23, 0.10, -0.52, 0.12, 0.02, 0.14, -0.04, -0.01, -0.07, 0.12, 0.11, -0.04, -0.03, 0.13, -0.09, -0.08, -0.03, 0.04, 0.11, -0.04, 0.08, 0.09, 0.13, 0.01, 0.05, 0.08, 0.02, 0.11, -0.03, -0.01, 0.01, 0.10, -0.06, 0.11, -0.05, -0.05, 0.13, 0.09, 0.04, 0.05, -0.06, 0.10, 0.11, 0.11, 0.10, 0.12, -0.04, -0.04, -0.05, 0.05, 0.09, 0.11, -0.16, 0.10, -0.07, -0.07, 0.13, -0.01, -0.01, 0.05, 0.06, -0.01, 0.10, 0.12, 0.10, 0.14, 0.09, -0.08, 0.05, 0.10, 0.12, 0.11, 0.12, 0.10, 0.11, -0.52, -0.03, -0.03, 0.12, -0.20, 0.08, 0.11, 0.11, 0.10, 0.10, 0.10, 0.11, -0.25, 0.11]
}